Record 1
This record from the OMol25 dataset describes 11 unconnected molecules or ions with the total composition C5H30NO11 at a distorted geometry. The level of theory is the ωB97M-V functional and the def2-TZVPD basis.

Each line ends with the Mulliken charge.
Positions of all 47 atoms, in Å:
N: 2.212 0.651 -0.206  -0.22
C: 3.457 -0.070 0.188  -1.01
C: 3.415 -1.467 -0.391  -0.42
C: 2.076 -1.652 -1.129  -1.05
C: 1.277 -0.347 -0.845  1.38
C: 0.074 -0.674 0.086  -0.71
O: -1.060 0.049 -0.368  -0.19
H: 2.518 1.295 -0.924  0.35
H: 4.332 0.465 -0.187  0.40
H: 3.513 -0.074 1.280  0.34
H: 4.275 -1.564 -1.059  0.24
H: 3.595 -2.259 0.339  0.37
H: 2.210 -1.790 -2.199  0.45
H: 1.664 -2.508 -0.606  0.20
H: 0.902 0.177 -1.710  -0.36
H: -0.276 -1.700 0.147  0.17
H: 0.419 -0.280 1.051  -0.03
H: -2.570 -0.621 -1.177  0.22
H: -3.147 -1.149 -2.470  0.35
O: -2.720 -1.454 -1.664  -0.72
H: -2.804 -2.311 0.068  0.37
H: -3.555 -1.547 1.146  0.47
O: -3.321 -2.472 0.875  -0.77
H: 1.886 -0.871 3.585  0.32
H: 2.200 -0.235 2.239  0.25
O: 2.551 -0.842 2.891  -0.62
H: -1.332 -2.729 3.318  0.26
H: -1.954 -2.944 1.890  0.41
O: -1.331 -3.313 2.559  -0.66
H: -0.510 3.009 -1.049  0.26
H: -1.720 3.058 -0.060  0.41
O: -0.916 3.639 -0.447  -0.79
H: -1.200 0.339 -2.460  0.29
H: -0.996 -0.884 -3.198  0.38
O: -1.271 0.024 -3.382  -0.72
H: 0.650 3.510 1.171  0.40
H: 2.130 3.291 0.907  0.28
O: 1.525 3.650 1.561  -0.68
H: -1.938 2.310 1.588  0.24
H: -1.335 0.920 0.141  0.40
O: -2.198 1.925 0.746  -1.16
H: -3.282 0.686 1.665  0.39
H: -2.881 -0.315 2.778  0.28
O: -3.569 -0.133 2.132  -0.72
H: 1.495 1.755 -3.852  0.34
H: 1.513 1.880 -2.402  0.24
O: 2.139 1.780 -3.131  -0.62

Cartesian forces, eV/Å:
0.2190 -0.8761 -0.4463
-0.3006 0.6018 0.7449
1.0528 -0.3938 -0.7580
0.6725 0.8720 0.6932
0.3348 -0.7319 1.1305
-0.2778 1.9887 -0.4973
0.0814 0.7001 -0.1039
-0.1964 -0.0552 0.0016
-0.0839 0.1493 0.0997
0.5669 -0.0453 -0.5904
-0.1575 -0.0572 -0.2637
-0.3171 0.2222 0.2605
-0.0515 -0.3303 0.0241
-0.7712 -0.1429 -0.6878
-0.3127 -0.5286 -0.4645
0.6791 -0.3449 -0.0289
-0.4584 -0.4047 0.2746
0.5082 -0.3761 0.1467
-0.0422 -0.2199 -0.0809
-0.6346 0.0228 -0.1734
-0.4707 -0.2349 -0.1398
0.1110 -0.5986 0.1481
0.3131 0.4622 -0.1185
-0.0152 -0.0397 -0.0104
-0.3840 0.2906 -0.1005
-0.0450 -0.3314 0.6042
-0.1394 0.1480 -0.0525
-0.2133 -0.0627 0.4546
0.3149 -0.2085 -0.2050
0.0324 0.0387 -0.0377
1.3739 0.3607 -0.1801
-0.6874 -0.0316 -0.0046
-0.1939 0.2866 -0.0891
-0.1629 -0.1385 -0.3827
0.6032 0.1259 0.3294
-0.1181 0.1200 -0.2856
-0.0834 -0.1502 0.0276
0.0525 0.0452 0.1724
0.1582 -0.0207 -0.0260
-0.0641 -0.4807 0.3829
-0.8560 -0.2418 0.6149
0.3474 0.0134 -0.2530
0.0604 0.0645 -0.0755
-0.3362 0.3495 0.1723
0.3463 -0.1150 -0.3045
0.2503 0.1309 0.1918
-0.7046 0.1681 -0.1133

Computed properties:
HOMO-LUMO gap = 0.332 Ha
Energy above the lowest of the compared OMol25 structures with the same formula, charge and spin = 1.475 eV
Total charge = -1
Calculated total energy = -1090.94376 Eh
F_max = 2.1 eV/A
E_HOMO = -6.33 eV

=====

Record 2
This record from the OMol25 dataset describes a single C4H7BOS molecule at a distorted geometry. The level of theory is the ωB97M-V functional and the def2-TZVPD basis.

Each line ends with the Mulliken charge.
Positions of all 14 atoms, in Å:
B: -0.393 0.127 -0.459  0.35
C: -2.296 -0.766 0.335  -0.36
C: -2.734 0.514 0.253  -0.09
C: 2.308 0.273 0.368  -1.21
C: 1.331 -0.122 -0.769  -0.44
O: -1.002 -0.976 -0.084  -0.29
S: -1.392 1.577 -0.410  -0.27
H: -2.876 -1.585 0.695  0.38
H: -3.747 0.840 0.586  0.32
H: 3.280 -0.162 0.287  0.37
H: 2.398 1.344 0.455  0.30
H: 2.012 -0.031 1.315  0.40
H: 1.741 0.263 -1.666  0.37
H: 1.371 -1.297 -0.907  0.17

Cartesian forces, eV/Å:
5.2122 0.9204 -1.2463
-0.2667 2.0470 -0.3782
0.5245 -0.4691 -0.0016
-0.6906 0.5305 -1.1985
-2.0033 -2.3453 1.3103
-2.0337 -2.2794 1.1413
-1.7218 -0.0707 0.6474
0.0660 -0.5707 0.0675
1.1802 -0.0675 -0.5227
0.7732 -0.1944 -0.6437
0.1820 0.4677 -0.2229
-1.0735 -0.7689 1.8372
-0.0592 0.5998 -1.0876
-0.0892 2.2006 0.2977

Computed properties:
Structure (SMILES) = CCB1OC=CS1
HOMO-LUMO gap = 0.365 Ha
Energy above the lowest of the compared OMol25 structures with the same formula, charge and spin = 0.000 eV
Total charge = 0
Calculated total energy = -654.92129 Eh
F_max = 5.4 eV/A
E_HOMO = -9.27 eV

=====

Record 3
This record from the OMol25 dataset describes a molecular structure, C14H21NO4 at a distorted geometry. The level of theory is the ωB97M-V functional and the def2-TZVPD basis.

Each line ends with the Mulliken charge.
Positions of all 40 atoms, in Å:
C: 2.762 0.366 -2.806  -1.07
C: 3.292 1.039 -1.595  -0.14
O: 2.327 1.158 -0.568  -0.26
C: 2.599 0.431 0.531  -1.02
C: 2.074 -0.828 0.272  -0.95
N: 0.799 -0.999 0.019  0.51
C: 0.499 -1.634 -1.019  0.83
O: 1.048 -2.226 -2.011  -0.76
C: -1.188 -1.647 -1.549  -0.81
H: -1.479 -0.572 -1.729  0.23
O: -1.923 -2.231 -0.357  -0.28
C: -3.286 -1.900 -0.607  -0.62
H: -3.545 -0.555 -0.651  0.13
H: -3.791 -2.254 0.500  0.19
H: -3.746 -2.348 -1.401  0.37
H: -1.251 -2.347 -2.204  0.69
C: -0.138 -0.190 0.926  -0.90
C: -0.541 0.936 0.475  1.01
C: -1.615 1.597 1.212  0.38
C: -1.791 1.047 2.544  -0.43
C: -1.387 -0.074 2.778  -0.62
C: -0.403 -0.997 2.120  -0.99
H: -0.193 -1.935 2.396  0.62
H: -1.576 -0.604 3.941  0.07
H: -2.665 1.638 2.852  0.35
O: -2.037 2.887 0.957  -0.47
C: -1.501 3.667 -0.237  -0.58
H: -1.985 2.788 -1.188  0.24
H: -0.333 3.587 -0.263  0.18
H: -1.999 4.496 -0.203  0.37
H: -0.343 1.209 -0.594  0.59
H: 2.229 -1.519 1.182  0.35
H: 2.613 -1.614 -0.416  0.63
H: 3.752 0.440 0.815  0.28
H: 2.140 0.943 1.314  0.52
H: 4.179 0.190 -1.322  0.24
H: 3.713 2.051 -2.061  0.22
H: 3.611 0.215 -3.484  0.45
H: 1.951 0.959 -3.238  0.27
H: 2.490 -0.781 -2.698  0.18

Cartesian forces, eV/Å:
-0.6550 -2.9175 -1.0168
2.8239 -1.4303 -1.0267
0.8675 3.1803 -3.0040
4.2538 1.9767 1.1440
6.2713 -8.8604 3.1818
-4.3153 3.3275 1.3339
-6.8261 -3.4545 -9.3053
1.2601 1.2877 3.5899
2.7879 4.1348 8.8194
-0.1062 -1.4014 -0.1481
-0.8361 2.2831 -2.8946
-0.3362 3.3888 7.1718
0.9982 -3.9836 -0.0006
0.7745 0.9929 -3.3749
-0.9922 -1.2518 -2.2472
-0.1168 -3.7234 -4.8676
3.5209 -10.9023 1.9092
-4.8299 6.1567 -2.6424
4.3930 0.7647 0.0054
-6.0622 11.3915 -6.0915
5.5018 -15.1999 8.0346
-3.9496 10.6859 -3.0159
0.9841 -3.1160 0.7148
-0.2128 1.8021 -3.2167
0.5292 -0.6020 1.7625
0.5922 -0.2832 -0.3520
2.1839 -11.1007 -1.3353
1.7286 3.4041 2.2645
-2.3704 0.6268 0.0945
-2.4568 5.0108 -0.0270
0.2322 -0.0959 1.3692
0.4210 1.1353 -0.1036
-0.2397 2.3516 0.4433
-2.1474 -0.3349 -0.6363
-0.9658 0.5393 1.7131
-1.8174 2.9662 0.0825
-0.5938 -1.6885 2.0514
-0.1842 0.7899 -0.3487
0.0473 -0.3877 -0.3475
-0.1577 2.5373 0.3170

Computed properties:
HOMO-LUMO gap = 0.322 Ha
Energy above the lowest of the compared OMol25 structures with the same formula, charge and spin = 15.632 eV
Total charge = 0
Calculated total energy = -901.30488 Eh
F_max = 18.1 eV/A
E_HOMO = -8.45 eV